1.
{
  "formula": "C33H29BrN5O6W",
  "method": "the ωB97M-V functional and the def2-TZVPD basis",
  "e_above_lowest_kcal_mol": 0.00,
  "multiplicity": 3,
  "homo_lumo_gap_ev": [6.300, 6.042],
  "lumo_ev": [-2.82, -3.36],
  "total_charge": 1,
  "symbols": ["W", "O", "C", "O", "C", "C", "C", "C", "C", "N", "C", "O", "O", "H", "H", "H", "H", "H", "N", "C", "C", "C", "C", "C", "N", "C", "C", "C", "C", "C", "N", "H", "H", "H", "H", "H", "H", "H", "H", "H", "Br", "C", "C", "C", "C", "C", "N", "C", "O", "O", "H", "H", "H", "C", "C", "C", "C", "C", "C", "C", "C", "C", "C", "H", "H", "H", "H", "H", "H", "H", "H", "H", "H", "H", "H"],
  "positions_angstrom": [[0.33436, -0.22537, 0.47341], [-3.71774, -1.23385, 0.78268], [-2.58286, -0.53810, 0.55053], [-1.43464, -1.07466, 1.17119], [-2.44464, 0.62375, -0.10172], [-3.62253, 1.30263, -0.60580], [-3.50844, 2.49039, -1.20602], [-2.19862, 3.04512, -1.38134], [-1.09696, 2.38742, -0.94141], [-1.14786, 1.17885, -0.25823], [0.25738, 2.96151, -1.25644], [0.32452, 4.09640, -1.96315], [1.28872, 2.45146, -0.91090], [-3.83179, -1.91189, 0.10289], [-4.57798, 0.82533, -0.44334], [-4.37685, 3.02570, -1.56315], [-2.12988, 3.99287, -1.89387], [-0.54429, 4.39756, -2.24793], [3.55316, 0.66147, 0.77568], [2.74913, 1.55066, 1.47716], [3.38880, 2.59727, 2.14488], [2.64036, 3.51081, 2.84332], [1.25409, 3.37934, 2.84047], [0.70247, 2.31842, 2.17285], [1.42835, 1.37519, 1.53095], [3.33228, 0.10382, -0.46714], [4.44776, -0.23270, -1.24135], [4.25788, -0.66992, -2.52711], [2.95996, -0.72988, -3.03280], [1.91934, -0.43639, -2.19358], [2.08570, -0.09590, -0.88950], [4.53152, 0.77093, 0.98850], [4.46381, 2.69271, 2.07182], [3.12105, 4.33240, 3.35685], [0.61155, 4.08424, 3.34668], [-0.36684, 2.19596, 2.13043], [5.43996, -0.10657, -0.82867], [5.10683, -0.93212, -3.14398], [2.75640, -1.01272, -4.05447], [0.89843, -0.49383, -2.53615], [2.77495, -1.23320, 3.20108], [2.22036, -2.48226, 1.90824], [2.75735, -3.75451, 2.02607], [2.42090, -4.71160, 1.09120], [1.55357, -4.36355, 0.07073], [1.05293, -3.08274, 0.03308], [1.36975, -2.12672, 0.93819], [0.08991, -2.70568, -1.07730], [-0.21141, -3.51875, -1.91377], [-0.32854, -1.47128, -1.02529], [3.42386, -3.96931, 2.84726], [2.82814, -5.71125, 1.16235], [1.23652, -5.04946, -0.70155], [-2.51335, -1.09347, 3.96818], [-1.00257, -1.02521, 3.64802], [-0.36953, -0.06224, 4.65868], [-0.86229, -0.33087, 2.28458], [-0.46466, -2.45156, 3.76312], [-0.90309, -3.45243, 2.89071], [-0.50143, -4.77066, 3.04567], [0.34083, -5.13000, 4.08931], [0.77348, -4.15339, 4.97178], [0.37040, -2.83342, 4.80977], [-2.95634, -0.09425, 3.95528], [-2.65410, -1.51797, 4.96324], [-3.05265, -1.71268, 3.25379], [-0.78172, 0.93962, 4.51793], [0.71411, 0.00362, 4.56040], [-0.60881, -0.36508, 5.67806], [-1.44407, 0.59205, 2.36963], [-1.58280, -3.20930, 2.08732], [-0.86643, -5.52253, 2.35674], [0.64029, -6.16166, 4.22275], [1.41722, -4.41561, 5.80189], [0.72305, -2.09800, 5.52025]],
  "forces_ev_per_a": [[-0.91, -0.37, 0.00], [0.03, -0.02, 0.04], [0.02, 0.01, 0.09], [-0.04, 0.10, 0.15], [0.09, 0.14, -0.07], [0.02, -0.10, 0.02], [0.05, 0.07, -0.01], [-0.10, 0.03, -0.04], [0.06, -0.10, 0.02], [0.05, 0.09, -0.13], [-0.13, 0.08, 0.02], [0.00, 0.00, -0.01], [0.15, -0.15, 0.10], [-0.03, 0.00, 0.00], [0.00, 0.00, -0.01], [0.01, 0.01, -0.01], [-0.06, -0.01, 0.02], [0.02, 0.01, -0.01], [-0.02, 0.01, 0.09], [0.06, 0.02, -0.04], [0.01, 0.00, 0.02], [0.00, 0.02, 0.00], [0.00, -0.03, 0.01], [0.02, 0.04, 0.03], [0.10, 0.14, -0.07], [0.01, 0.02, -0.04], [0.00, 0.06, -0.01], [0.00, -0.02, -0.03], [0.02, 0.01, 0.01], [-0.05, 0.02, 0.01], [0.16, 0.19, -0.20], [0.00, -0.02, 0.01], [0.00, 0.00, 0.01], [0.00, -0.01, 0.00], [0.01, 0.01, 0.00], [-0.01, 0.01, -0.02], [0.00, 0.00, -0.01], [0.00, 0.01, 0.00], [0.01, 0.00, 0.00], [0.00, -0.01, 0.01], [0.01, 0.00, -0.03], [-0.01, -0.07, -0.01], [0.00, 0.04, 0.02], [0.01, -0.02, -0.03], [-0.01, -0.03, 0.01], [-0.08, -0.02, -0.03], [0.30, -0.32, 0.13], [0.04, 0.05, 0.07], [-0.04, 0.00, -0.03], [0.28, 0.08, 0.01], [0.00, -0.01, 0.00], [-0.01, 0.00, 0.00], [0.01, -0.01, 0.01], [0.03, 0.03, 0.01], [0.02, -0.02, 0.00], [0.02, 0.04, 0.02], [-0.05, 0.02, -0.01], [0.03, 0.00, -0.04], [0.03, -0.02, 0.00], [-0.01, 0.01, 0.01], [-0.01, 0.01, 0.01], [-0.02, -0.01, -0.01], [0.03, 0.02, 0.02], [0.01, 0.00, 0.00], [-0.01, 0.00, -0.01], [0.01, -0.01, -0.03], [-0.02, -0.01, 0.01], [-0.06, 0.00, -0.01], [0.00, 0.00, 0.00], [0.00, 0.01, -0.04], [-0.03, 0.02, -0.01], [0.00, 0.00, 0.00], [0.00, 0.00, 0.00], [0.00, 0.00, 0.00], [-0.01, -0.03, -0.01]]
}

2.
{
  "formula": "C33H29CrF6N12O9",
  "method": "the ωB97M-V functional and the def2-TZVPD basis",
  "multiplicity": 5,
  "homo_lumo_gap_ev": [5.406, 6.983],
  "lumo_ev": [1.21, 1.21],
  "total_charge": -1,
  "symbols": ["Cr", "N", "C", "C", "N", "H", "H", "H", "H", "H", "H", "H", "H", "C", "N", "C", "N", "C", "N", "C", "C", "C", "C", "C", "C", "C", "N", "N", "C", "O", "C", "C", "C", "C", "C", "C", "N", "C", "N", "C", "N", "C", "H", "H", "H", "H", "H", "H", "H", "H", "H", "H", "H", "H", "H", "H", "H", "H", "O", "C", "O", "C", "C", "C", "C", "C", "C", "O", "N", "O", "O", "N", "O", "O", "H", "H", "C", "C", "O", "C", "F", "F", "F", "C", "F", "F", "F", "H", "H", "H"],
  "positions_angstrom": [[2.01074, 1.67320, -1.70331], [2.80465, 0.57073, -3.38021], [3.51305, 1.44800, -4.32787], [4.47837, 2.34072, -3.55147], [3.71030, 3.14374, -2.60035], [3.46016, -0.08622, -2.96268], [2.08804, 0.03038, -3.85150], [2.77494, 2.07321, -4.83280], [4.06748, 0.87468, -5.07720], [5.05814, 2.95029, -4.25316], [5.17244, 1.71751, -2.98380], [3.22164, 3.89166, -3.08064], [4.29301, 3.55670, -1.88321], [-0.97412, -7.09095, 0.16309], [-0.00383, -6.16981, -0.39380], [-0.20909, -5.08852, -1.16405], [0.93376, -4.53435, -1.49048], [1.83979, -5.33624, -0.87293], [1.31705, -6.34285, -0.20240], [-1.36402, -6.75974, 1.58565], [-0.97512, -7.57985, 2.63455], [-1.38329, -7.29115, 3.93052], [-2.17419, -6.18907, 4.18862], [-2.54601, -5.34410, 3.14445], [-2.13526, -5.63535, 1.84719], [-3.37263, -4.17717, 3.41678], [-3.93253, -3.84115, 4.52715], [-4.63098, -2.68288, 4.28782], [-4.43737, -2.37623, 3.04981], [-3.64480, -3.28730, 2.42877], [-4.96248, -1.23104, 2.31931], [-5.79542, -0.32992, 2.97967], [-6.28442, 0.77145, 2.30759], [-5.93867, 0.99783, 0.98334], [-5.09947, 0.11564, 0.31820], [-4.65069, 0.42997, -1.09348], [-3.30761, 0.97975, -1.10940], [-2.09422, 0.43552, -1.33710], [-1.14647, 1.30717, -1.07740], [-1.84501, 2.39083, -0.65234], [-3.15049, 2.23912, -0.65701], [-4.61837, -1.00379, 0.98737], [-0.53821, -8.08601, 0.11669], [-1.85336, -7.05740, -0.48011], [-1.19004, -4.75548, -1.46769], [2.90470, -5.17571, -0.92169], [-0.36412, -8.45231, 2.43784], [-1.08133, -7.93960, 4.74280], [-2.51316, -5.96347, 5.19112], [-2.43747, -4.98063, 1.03786], [-6.05613, -0.51899, 4.01264], [-6.92529, 1.47441, 2.82391], [-6.29885, 1.88321, 0.47454], [-5.29336, 1.20031, -1.51412], [-4.68566, -0.45610, -1.72585], [-1.94999, -0.55603, -1.73807], [-1.39135, 3.31712, -0.34797], [-3.96077, -1.69768, 0.47650], [0.53326, 4.34860, -4.23741], [0.71223, 3.78552, -3.15792], [0.86433, 2.51880, -3.02454], [0.76353, 4.64560, -1.89994], [0.43014, 5.96828, -2.05900], [0.36514, 6.84169, -0.97441], [0.59094, 6.37306, 0.30780], [0.87090, 5.04377, 0.50080], [1.03722, 4.11106, -0.58532], [1.41995, 2.92477, -0.36518], [0.92766, 4.58882, 1.88451], [1.33276, 5.37977, 2.72758], [0.52561, 3.47408, 2.14063], [0.01771, 8.22700, -1.17148], [-0.03749, 8.95912, -0.19268], [-0.20836, 8.61327, -2.30734], [0.20839, 6.32824, -3.05353], [0.51494, 7.03595, 1.15605], [3.65457, -0.60135, 1.28988], [4.17417, 0.52530, 0.38651], [3.48029, 0.64610, -0.76171], [5.64424, 0.19865, -0.00485], [5.66713, -0.80321, -0.91085], [6.42487, -0.20984, 1.01435], [6.26682, 1.24598, -0.58399], [4.19686, 1.84283, 1.22660], [3.11365, 1.95334, 1.99891], [4.25574, 2.93797, 0.45102], [5.27067, 1.91363, 2.05435], [3.79718, -1.55533, 0.78320], [2.58943, -0.43401, 1.43307], [4.16288, -0.62352, 2.25518]],
  "forces_ev_per_a": [[0.77, -0.78, -0.17], [0.09, -0.43, -0.21], [0.13, 0.14, 0.15], [-0.20, -0.05, 0.04], [0.23, 0.29, -0.13], [-0.05, 0.05, 0.13], [-0.02, 0.09, -0.09], [-0.07, -0.06, 0.00], [-0.02, 0.01, -0.04], [0.03, -0.07, -0.04], [0.01, 0.02, 0.01], [0.05, 0.05, -0.01], [0.03, -0.08, 0.01], [0.00, 0.11, 0.20], [-0.08, 0.00, -0.20], [-0.01, -0.07, 0.00], [0.15, 0.08, -0.01], [-0.09, 0.00, 0.01], [0.07, 0.04, 0.06], [0.05, -0.04, -0.07], [-0.10, 0.04, -0.02], [0.04, -0.10, 0.05], [-0.05, 0.11, 0.10], [0.20, -0.16, -0.26], [-0.10, 0.06, 0.08], [-0.16, 0.27, 0.14], [0.10, -0.38, 0.08], [-0.12, 0.35, -0.01], [-0.01, -0.25, 0.19], [0.03, -0.01, -0.19], [0.09, 0.20, -0.33], [-0.05, -0.19, 0.11], [-0.07, 0.11, 0.04], [0.05, -0.01, 0.04], [0.06, 0.02, -0.07], [0.08, -0.07, 0.14], [0.00, -0.03, 0.07], [-0.09, 0.15, -0.13], [-0.16, -0.29, 0.13], [0.03, 0.01, -0.08], [0.02, 0.09, 0.07], [-0.05, -0.03, 0.08], [-0.02, -0.03, -0.06], [0.00, -0.05, -0.03], [0.02, -0.04, 0.03], [-0.03, 0.00, 0.00], [0.02, 0.02, 0.00], [-0.02, 0.02, 0.01], [0.04, 0.00, -0.01], [0.02, -0.01, -0.01], [0.03, 0.04, 0.00], [0.00, -0.02, -0.01], [0.02, -0.01, -0.02], [-0.08, -0.09, -0.11], [0.09, -0.01, -0.05], [-0.05, -0.02, 0.07], [0.08, 0.01, 0.04], [0.03, 0.02, 0.01], [-0.01, -0.02, 0.10], [0.06, -0.04, -0.18], [-0.46, 0.42, -0.41], [-0.17, -0.14, 0.09], [0.01, 0.26, 0.01], [0.11, -0.33, 0.03], [-0.10, 0.15, 0.13], [-0.09, -0.05, -0.30], [0.00, 0.12, 0.01], [-0.26, 0.59, 0.74], [0.10, 0.00, 0.18], [0.03, -0.04, -0.09], [-0.07, 0.01, -0.03], [-0.04, 0.21, -0.03], [0.02, -0.05, 0.02], [0.02, -0.04, -0.02], [0.03, -0.06, -0.03], [0.00, -0.01, 0.02], [0.06, 0.04, 0.01], [0.11, 0.00, 0.03], [-0.16, 0.08, 0.14], [-0.05, -0.11, -0.18], [0.00, 0.03, 0.06], [0.00, 0.02, 0.02], [0.00, -0.01, 0.03], [0.07, 0.06, -0.09], [-0.04, 0.02, -0.07], [0.00, -0.02, 0.01], [-0.08, -0.08, 0.03], [0.00, 0.02, -0.02], [0.00, -0.02, 0.04], [-0.05, -0.03, 0.01]]
}

3.
{
  "formula": "C33H29CrNP2S5Sb",
  "method": "the ωB97M-V functional and the def2-TZVPD basis",
  "e_above_lowest_kcal_mol": 0.00,
  "multiplicity": 5,
  "homo_lumo_gap_ev": [5.510, 5.857],
  "lumo_ev": [2.11, 2.11],
  "total_charge": -1,
  "symbols": ["Cr", "S", "Sb", "S", "S", "S", "C", "C", "P", "C", "C", "C", "C", "C", "C", "C", "C", "C", "C", "C", "C", "P", "C", "C", "C", "C", "C", "C", "C", "C", "C", "C", "C", "C", "H", "H", "H", "H", "H", "H", "H", "H", "H", "H", "H", "H", "H", "H", "H", "H", "H", "H", "H", "H", "H", "H", "H", "H", "S", "C", "N", "C", "C", "C", "C", "C", "C", "H", "H", "H", "H", "H"],
  "positions_angstrom": [[-0.79081, -1.78860, -2.45121], [-0.22478, 0.24893, -3.79190], [0.59328, -1.51210, -5.18413], [-1.10812, -3.03147, -4.49538], [1.45747, -2.62424, -1.87477], [2.39602, -2.34787, -3.72583], [0.67390, 0.96007, -0.58930], [1.40383, 1.39510, 0.68214], [2.70088, 0.16978, 1.19008], [3.99626, 0.66421, -0.01840], [4.04786, -0.04638, -1.21642], [4.93723, 0.32500, -2.21741], [5.79885, 1.39263, -2.01980], [5.76312, 2.09917, -0.82293], [4.86228, 1.74292, 0.16889], [3.35240, 0.96212, 2.71549], [2.83707, 2.11198, 3.30792], [3.37414, 2.60838, 4.49083], [4.44256, 1.96797, 5.09705], [4.96808, 0.81917, 4.51684], [4.42080, 0.32024, 3.34728], [-0.64058, -0.32774, -0.45590], [-2.21308, 0.60273, -0.32220], [-2.47629, 1.59389, -1.27013], [-3.73558, 2.16722, -1.36280], [-4.76021, 1.74923, -0.52582], [-4.51326, 0.75627, 0.41097], [-3.25089, 0.18897, 0.51240], [-0.46368, -1.08690, 1.19793], [-0.00398, -2.40071, 1.26145], [0.21588, -3.01374, 2.48762], [-0.02019, -2.32010, 3.66411], [-0.49378, -1.01473, 3.61460], [-0.71924, -0.40663, 2.38990], [1.36173, 0.57608, -1.34614], [0.19036, 1.82321, -1.04811], [0.70619, 1.52501, 1.51118], [1.88588, 2.36054, 0.50279], [3.37649, -0.88446, -1.37751], [4.93575, -0.23169, -3.14566], [6.49721, 1.67919, -2.79693], [6.43426, 2.93513, -0.66453], [4.83631, 2.30727, 1.09387], [2.01284, 2.64021, 2.84697], [2.95680, 3.50450, 4.93404], [4.86313, 2.35738, 6.01573], [5.80182, 0.30800, 4.98224], [4.82815, -0.58311, 2.90580], [-1.71048, 1.88042, -1.98121], [-3.92113, 2.92292, -2.11599], [-5.74856, 2.18281, -0.61391], [-5.30822, 0.40967, 1.06061], [-3.08233, -0.59566, 1.24007], [0.21511, -2.93735, 0.34461], [0.58986, -4.02917, 2.51746], [0.16267, -2.79332, 4.62099], [-0.68470, -0.46982, 4.53087], [-1.10524, 0.60558, 2.35966], [-4.89389, -3.06353, -0.50428], [-3.20079, -2.98276, -0.83457], [-2.84987, -2.22403, -1.81450], [-3.95945, -1.62821, -2.40946], [-3.91268, -0.75630, -3.49832], [-5.10496, -0.24582, -3.96291], [-6.32699, -0.58957, -3.36777], [-6.38206, -1.45420, -2.29430], [-5.17820, -1.97229, -1.82072], [-2.48890, -3.53497, -0.23624], [-2.95448, -0.50720, -3.94383], [-5.09721, 0.43202, -4.80657], [-7.24629, -0.17148, -3.75851], [-7.32559, -1.71971, -1.83615]],
  "forces_ev_per_a": [[0.07, -0.09, 0.01], [-0.05, 0.06, -0.02], [-0.02, -0.02, -0.05], [0.07, 0.01, 0.00], [0.00, 0.03, -0.05], [-0.01, 0.00, 0.05], [0.02, 0.02, 0.04], [-0.02, 0.02, 0.01], [0.03, 0.01, -0.01], [0.00, 0.03, 0.02], [-0.02, -0.02, 0.02], [-0.01, -0.01, 0.01], [0.00, 0.00, -0.01], [0.00, -0.01, 0.00], [0.00, -0.01, -0.01], [-0.02, 0.00, 0.00], [0.00, 0.01, -0.01], [0.01, 0.00, 0.01], [0.00, -0.01, 0.00], [0.01, 0.01, 0.00], [0.00, -0.01, -0.01], [0.02, -0.03, -0.01], [0.02, 0.02, -0.02], [-0.03, 0.01, 0.02], [0.01, 0.00, -0.01], [0.00, -0.01, 0.01], [-0.02, 0.01, -0.01], [0.00, -0.01, 0.02], [0.01, -0.02, 0.01], [0.00, 0.00, 0.00], [0.00, 0.00, 0.00], [0.00, 0.00, 0.00], [0.00, 0.01, -0.01], [0.01, 0.00, 0.00], [0.00, -0.01, 0.01], [0.01, -0.02, -0.03], [0.01, 0.01, -0.01], [-0.01, 0.01, 0.01], [0.00, -0.01, -0.01], [0.01, 0.01, -0.01], [0.00, 0.00, 0.00], [0.00, 0.00, 0.00], [0.00, 0.00, 0.01], [0.00, 0.00, 0.00], [0.00, 0.00, 0.00], [0.00, 0.00, 0.00], [0.00, 0.00, 0.00], [0.00, 0.00, 0.00], [0.00, 0.00, 0.00], [0.00, 0.00, 0.00], [0.00, 0.00, 0.00], [0.00, 0.00, 0.00], [0.00, 0.00, -0.02], [0.00, 0.00, -0.01], [0.00, 0.00, 0.00], [0.00, 0.00, 0.00], [0.00, 0.00, 0.00], [-0.01, -0.01, 0.01], [0.00, -0.02, -0.01], [0.00, 0.03, 0.00], [-0.05, 0.01, 0.01], [0.01, 0.02, -0.02], [0.00, -0.02, 0.02], [0.00, 0.01, 0.00], [0.00, 0.00, 0.00], [0.01, 0.00, 0.01], [0.00, 0.01, 0.02], [0.00, 0.00, 0.00], [0.00, 0.00, 0.00], [0.00, 0.00, 0.00], [0.00, 0.00, 0.00], [0.00, 0.00, 0.00]]
}

- What is the formula in the second record?
  C33H29CrF6N12O9

- Which formula does entry 1 have?
  C33H29BrN5O6W

- What is the formula in the third record?
  C33H29CrNP2S5Sb